# 1
{"formula": "C6H15NO", "method": "ωB97M-V/def2-TZVPD", "species": ["C", "C", "C", "C", "C", "N", "C", "H", "H", "H", "H", "H", "H", "H", "H", "H", "H", "H", "H", "H", "O", "H", "H"], "positions_angstrom": [[1.2919, -1.0534, -1.0721], [0.3706, -0.4750, 0.0373], [-0.4375, 0.7003, -0.5285], [-0.5143, 1.6580, 0.6688], [0.7734, 1.4531, 1.3979], [1.1163, 0.0011, 1.2024], [0.7559, -0.7175, 2.4436], [2.1935, -0.4456, -1.2124], [1.5748, -2.0815, -0.8795], [0.8104, -0.8579, -2.0338], [-0.2669, -1.3263, 0.2991], [0.2068, 1.1807, -1.2710], [-1.3739, 0.3515, -0.9503], [-1.3583, 1.3017, 1.2805], [-0.8294, 2.6740, 0.4317], [1.6088, 2.0290, 0.9918], [0.6952, 1.6938, 2.4536], [-0.3296, -0.6411, 2.6067], [0.9350, -1.7848, 2.3054], [1.3630, -0.3381, 3.2551], [-2.9102, -0.9424, -4.1193], [-3.5308, -1.5523, -3.7494], [-2.1447, -0.8274, -3.5575]], "mulliken_charge": [-1.48, 0.25, -0.65, -0.73, -0.61, -0.13, -1.07, 0.34, 0.37, 0.31, 0.31, 0.37, 0.30, 0.25, 0.41, 0.29, 0.39, 0.37, 0.33, 0.36, -0.65, 0.31, 0.33], "orbital_gap_ha": 0.3401, "e_lumo_ev": 0.771, "relative_energy_ev": 1.5950, "largest_force_ev_per_a": 2.2}



# 2
{"formula": "C6H15NO", "method": "ωB97M-V/def2-TZVPD", "species": ["C", "C", "C", "C", "C", "C", "N", "H", "H", "H", "H", "H", "H", "H", "H", "H", "H", "H", "H", "H", "O", "H", "H"], "positions_angstrom": [[2.0335, 0.8938, -0.0117], [0.9611, 0.5985, 1.0024], [-0.1236, 1.6078, 1.0591], [-1.0123, 1.5309, -0.1938], [-1.9682, 0.5702, -0.2139], [-3.1462, 0.6250, -1.1153], [-2.1389, -0.4904, 0.7614], [1.8130, 0.3672, -0.8997], [2.3205, 1.9808, -0.0319], [3.0900, 0.4655, 0.2934], [0.7098, -0.5006, 0.7766], [1.4309, 0.4863, 1.9964], [0.3085, 2.6620, 1.3901], [-0.8235, 1.5372, 1.9009], [-0.9250, 2.2286, -1.0309], [-3.2998, 1.6305, -1.5551], [-4.0066, 0.6474, -0.4190], [-3.1554, 0.0617, -1.9984], [-2.6246, -1.3375, 0.3715], [-1.3735, -0.6296, 1.3707], [4.0147, -4.1411, -1.0957], [4.4106, -4.4900, -0.3133], [4.5145, -3.5056, -1.5764]], "mulliken_charge": [-1.25, -0.21, -0.87, -0.35, 0.62, -1.49, -0.51, 0.33, 0.31, 0.30, 0.22, 0.34, 0.34, 0.37, 0.31, 0.34, 0.36, 0.37, 0.25, 0.22, -0.63, 0.32, 0.32], "orbital_gap_ha": 0.3228, "e_lumo_ev": 0.895, "relative_energy_ev": 2.7322, "largest_force_ev_per_a": 3.9}



# 3
{"formula": "C6H15NO", "method": "ωB97M-V/def2-TZVPD", "species": ["C", "C", "C", "C", "C", "C", "N", "H", "H", "H", "H", "H", "H", "H", "H", "H", "H", "H", "H", "H", "H", "H", "O"], "positions_angstrom": [[-2.3773, -1.3003, 0.1964], [-1.4974, -0.4937, -0.7659], [-0.7621, 0.7199, -0.1882], [0.4025, 0.4119, 0.9325], [1.6650, 1.1952, 0.5770], [1.4177, -1.7679, 0.3857], [0.5958, -0.9199, 1.1103], [0.0132, 0.8384, 1.8692], [-3.1579, -0.6973, 0.6534], [-2.8077, -2.1348, -0.3583], [-0.7301, -1.1309, -1.2208], [-2.0122, -0.1248, -1.6651], [-1.4724, 1.4122, 0.2713], [-0.2292, 1.3172, -0.9461], [2.3055, 1.3267, 1.4511], [1.4295, 2.1759, 0.1080], [1.0810, -1.9958, -0.6413], [1.6018, -2.6691, 0.9598], [2.3897, -1.2894, 0.1294], [2.2198, 0.6843, -0.2128], [0.8503, 3.4201, -2.0721], [-1.6351, -1.6501, 0.9226], [0.7096, 2.6725, -1.4962]], "mulliken_charge": [-1.11, -0.66, -0.29, 0.51, -1.46, -0.76, -0.20, 0.27, 0.31, 0.33, 0.19, 0.48, 0.38, 0.24, 0.34, 0.37, 0.30, 0.32, 0.37, 0.47, 0.15, 0.34, -0.87], "orbital_gap_ha": 0.1621, "e_lumo_ev": -3.243, "relative_energy_ev": 7.6298, "largest_force_ev_per_a": 1.9}